# 1
{
  "formula": "C38H56IrO2P2Si",
  "method": "ωB97M-V/def2-TZVPD",
  "s_squared": 0.963,
  "e_homo_ev": [-14.67, -14.66],
  "multiplicity": 2,
  "total_charge": 2,
  "symbols": ["Ir", "C", "Si", "C", "C", "C", "C", "C", "C", "P", "C", "C", "C", "C", "C", "C", "C", "C", "C", "C", "C", "C", "C", "C", "C", "C", "C", "C", "P", "C", "C", "C", "C", "C", "C", "C", "C", "C", "C", "C", "C", "H", "H", "H", "H", "H", "H", "H", "H", "H", "H", "H", "H", "H", "H", "H", "H", "H", "H", "H", "H", "H", "H", "H", "H", "H", "H", "H", "H", "H", "H", "H", "H", "H", "H", "H", "H", "H", "H", "H", "H", "H", "H", "H", "H", "H", "H", "H", "H", "H", "H", "H", "H", "H", "H", "H", "O", "C", "O", "H"],
  "xyz": [[-0.34310, 0.23990, -0.27880], [-0.68170, 0.79290, 3.70880], [-0.14570, -0.20610, 2.16820], [1.68140, -0.85950, 2.34720], [2.09240, -1.27020, 3.60770], [3.39870, -1.66580, 3.84590], [4.31400, -1.64450, 2.81040], [3.92260, -1.22910, 1.55170], [2.60680, -0.84060, 1.29920], [2.15850, -0.36540, -0.41960], [2.81700, -1.75840, -1.52630], [4.29540, -1.77070, -1.91860], [4.56340, -2.95770, -2.85300], [4.21750, -4.27100, -2.16510], [2.74600, -4.26660, -1.77690], [2.43330, -3.08230, -0.85960], [3.01530, 1.28170, -0.67340], [2.72910, 1.86690, -2.07250], [3.96970, 1.98540, -2.95100], [5.07050, 2.81580, -2.29190], [5.05220, 2.69560, -0.76970], [4.51000, 1.33630, -0.33290], [-1.27690, -1.81830, 2.18950], [-1.25570, -2.54520, 3.37140], [-2.16560, -3.56320, 3.60440], [-3.12800, -3.85650, 2.65320], [-3.15970, -3.14290, 1.47100], [-2.21740, -2.14720, 1.21080], [-2.26540, -1.33920, -0.43160], [-4.06200, -0.76700, -0.50550], [-4.10280, 0.74380, -0.74380], [-3.79000, 1.07040, -2.19900], [-4.77370, 0.37830, -3.13800], [-4.75100, -1.13240, -2.93130], [-4.99720, -1.49240, -1.47270], [-1.67180, -2.71970, -1.55550], [-2.56580, -3.92230, -1.84780], [-1.70430, -5.02590, -2.47680], [-0.67710, -4.46700, -3.46730], [-1.08820, -3.09810, -3.99200], [-1.14190, -2.08050, -2.85140], [-1.18680, 0.15320, 4.42660], [-1.37190, 1.58340, 3.43100], [0.16570, 1.25870, 4.20390], [1.39190, -1.27990, 4.42630], [3.69230, -1.98380, 4.83420], [5.33550, -1.95100, 2.97640], [4.64570, -1.20200, 0.75250], [2.23930, -1.64660, -2.45530], [4.93500, -1.89250, -1.04410], [4.56710, -0.85110, -2.43780], [5.61700, -2.95180, -3.13410], [3.97230, -2.85680, -3.76710], [4.83970, -4.40860, -1.27850], [4.41780, -5.10340, -2.84010], [2.48510, -5.19620, -1.27020], [2.15440, -4.19800, -2.69300], [3.00260, -3.20280, 0.06520], [1.36930, -3.07370, -0.59400], [2.49840, 1.90640, 0.07330], [2.31480, 2.87000, -1.95310], [1.97150, 1.27260, -2.58900], [3.68490, 2.44570, -3.89940], [4.34740, 0.98920, -3.19800], [4.95690, 3.86720, -2.56590], [6.03960, 2.50610, -2.69190], [4.42290, 3.47760, -0.33690], [6.05690, 2.84320, -0.36990], [4.65500, 1.20920, 0.74090], [5.06550, 0.55700, -0.85230], [-0.52950, -2.30940, 4.13440], [-2.13500, -4.10210, 4.53910], [-3.85550, -4.63370, 2.83660], [-3.93620, -3.34050, 0.74830], [-4.40610, -0.95760, 0.52120], [-3.39710, 1.24730, -0.07310], [-5.10370, 1.10350, -0.49510], [-2.76720, 0.73190, -2.41370], [-3.82610, 2.14930, -2.35410], [-4.52150, 0.60910, -4.17470], [-5.77820, 0.76250, -2.95050], [-3.78770, -1.53210, -3.25290], [-5.51810, -1.60430, -3.54760], [-4.94240, -2.57210, -1.33660], [-6.01430, -1.19030, -1.20960], [-0.82200, -3.10120, -0.96600], [-3.36690, -3.65280, -2.53450], [-3.00400, -4.30760, -0.92780], [-2.36880, -5.73190, -2.97560], [-1.17930, -5.57770, -1.69450], [-0.53930, -5.15820, -4.29800], [0.28780, -4.37220, -2.96750], [-2.06410, -3.17690, -4.47340], [-0.38660, -2.75380, -4.75160], [-1.76830, -1.23930, -3.15750], [-0.14460, -1.66830, -2.65310], [-1.19770, 2.46350, 0.13420], [-0.94740, 2.76560, -1.04250], [-0.39370, 1.95650, -1.81700], [-1.22390, 3.76220, -1.41890]],
  "forces_ev_per_a": [[0.15, 1.44, -0.11], [0.33, 0.23, -1.09], [0.25, -2.08, 0.42], [-1.12, 1.06, -0.63], [0.12, 0.05, 0.16], [-0.19, -0.08, 0.00], [0.15, 0.01, -0.04], [-0.05, -0.01, -0.26], [-0.21, -0.07, -0.17], [0.24, -0.61, 0.61], [-0.70, 0.36, 0.18], [0.10, 0.22, -0.31], [0.13, -0.07, 0.28], [-0.15, -0.01, -0.27], [0.15, 0.03, 0.11], [-0.23, -0.18, -0.13], [-0.85, 0.06, -0.10], [-0.11, 0.07, -0.31], [0.04, -0.14, -0.15], [0.13, 0.26, -0.20], [-0.03, 0.03, 0.03], [0.17, -0.16, 0.39], [0.45, 1.29, -0.63], [-0.02, -0.12, 0.13], [0.15, 0.03, 0.03], [-0.07, -0.05, 0.03], [-0.02, 0.07, -0.26], [0.09, 0.33, 0.06], [0.90, -1.08, 1.24], [-0.02, 0.67, 0.08], [0.22, 0.16, -0.04], [-0.19, 0.00, 0.11], [0.29, -0.06, -0.13], [-0.23, 0.11, 0.02], [0.34, -0.31, -0.28], [0.29, 0.87, 0.05], [-0.20, -0.04, 0.29], [0.03, -0.02, -0.01], [0.07, 0.03, -0.12], [0.14, -0.09, -0.04], [0.07, 0.07, -0.19], [-0.06, -0.31, -0.13], [-0.17, 0.16, -0.02], [0.19, 0.05, -0.09], [-0.09, 0.08, 0.21], [0.05, -0.04, 0.08], [0.09, 0.01, 0.03], [0.11, -0.06, 0.05], [-0.01, 0.01, 0.08], [0.01, 0.11, 0.01], [0.04, -0.01, 0.16], [-0.02, 0.09, -0.08], [0.02, 0.05, -0.05], [0.07, -0.01, 0.04], [0.05, -0.04, 0.06], [-0.11, -0.01, -0.03], [0.00, -0.03, 0.06], [-0.09, 0.03, 0.02], [0.02, -0.05, 0.08], [0.07, -0.06, -0.04], [-0.13, -0.08, 0.02], [-0.06, 0.14, -0.07], [-0.02, -0.12, 0.03], [-0.03, 0.05, -0.01], [0.01, -0.05, -0.01], [-0.06, 0.01, 0.08], [0.02, 0.03, 0.05], [-0.09, -0.04, 0.07], [0.01, -0.08, -0.07], [0.02, -0.11, 0.05], [0.03, 0.01, 0.15], [-0.01, -0.09, 0.05], [-0.06, 0.00, 0.00], [-0.13, -0.15, -0.06], [0.38, -0.08, -0.15], [-0.16, 0.06, 0.00], [-0.01, -0.03, 0.07], [0.07, 0.10, -0.17], [0.13, 0.02, 0.00], [-0.09, 0.04, 0.03], [-0.05, 0.02, -0.03], [0.03, -0.04, -0.09], [0.08, -0.05, -0.02], [-0.09, -0.05, 0.07], [0.02, 0.03, 0.17], [-0.13, 0.17, -0.02], [-0.06, 0.08, 0.07], [-0.14, 0.00, -0.09], [-0.01, -0.01, 0.04], [-0.10, -0.03, 0.04], [0.07, -0.02, 0.04], [-0.02, -0.02, -0.06], [-0.05, 0.07, -0.05], [-0.05, 0.02, -0.06], [0.05, 0.06, 0.01], [0.00, -0.03, -0.07], [-0.62, -1.23, 0.90], [-0.38, 1.03, -0.09], [0.72, -1.73, -0.07], [0.15, -0.10, 0.04]],
  "mulliken_charge": [2.5382, -1.2402, 0.5759, 0.5906, -0.8087, -1.1514, -1.0654, -0.3522, 0.1637, -0.9928, 0.9146, -0.1808, -0.9918, -1.0502, -0.5636, -0.5448, 0.2638, -0.5264, -0.7207, -0.7238, -0.9630, -0.5089, 0.3887, -0.5287, -1.0991, -0.9509, -0.5796, 0.4232, -0.7865, 0.7449, -1.3672, 0.1335, -1.4168, 0.1217, -1.4486, 1.3337, -0.6277, -1.2347, 0.3447, -1.1271, 0.3971, 0.4479, 0.4291, 0.3932, 0.4201, 0.4506, 0.5080, 0.2419, 0.7468, 0.2833, -0.3571, 0.4392, 0.4387, 0.4054, 0.4425, 0.5023, 0.2230, 0.2861, -0.1419, 0.6020, 0.4560, 0.2795, 0.5259, 0.0162, 0.3413, 0.3500, 0.3723, 0.4310, 0.4515, 0.1295, 0.2928, 0.4522, 0.5056, 0.3290, 1.0234, 0.3899, 0.6137, -0.1257, 0.4598, 0.4377, 0.3686, -0.2955, 0.4943, 0.2887, 0.7110, -0.3439, 0.3355, 0.2211, 0.4293, 0.3456, 0.6174, -0.7581, 0.3101, 0.5920, -0.0354, -0.6650, -0.5416, 0.2087, -0.5996, 0.4414]
}

---

# 2
{
  "formula": "C4H4S2",
  "method": "ωB97M-V/def2-TZVPD",
  "de_lowest_ev": 3.559,
  "e_homo_ev": -8.70,
  "multiplicity": 1,
  "total_charge": 0,
  "symbols": ["C", "C", "C", "C", "S", "S", "H", "H", "H", "H"],
  "xyz": [[0.25771, -0.02762, -0.41705], [1.36793, -0.70136, -1.26617], [-0.30258, -0.57188, 0.88020], [-0.01185, 0.88061, 0.87942], [-0.97805, 0.29984, -1.74953], [0.59347, -0.58835, -2.76618], [-1.33252, -0.90056, 0.88244], [0.36582, -1.22032, 1.42716], [0.85736, 1.25024, 1.39746], [-0.81728, 1.57940, 0.73224]],
  "forces_ev_per_a": [[-0.72, 0.03, -1.05], [-0.61, 0.97, 0.95], [-0.05, -0.09, 0.16], [1.24, -1.14, -1.24], [-0.34, 0.22, 0.05], [0.37, -0.07, 1.17], [-0.01, -0.03, -0.08], [0.13, 0.01, 0.03], [0.07, 0.00, 0.11], [-0.07, 0.10, -0.08]],
  "mulliken_charge": [0.8432, -0.7428, -0.3913, -0.5229, -0.2165, 0.0788, 0.2206, 0.2445, 0.2365, 0.2500]
}

---

# 3
{
  "formula": "C6H13N2",
  "method": "ωB97M-V/def2-TZVPD",
  "de_lowest_ev": 1.569,
  "e_homo_ev": -12.18,
  "multiplicity": 1,
  "total_charge": 1,
  "symbols": ["C", "N", "C", "N", "H", "H", "H", "H", "H", "H", "H", "C", "C", "C", "C", "H", "H", "H", "H", "H", "H"],
  "xyz": [[-1.54228, -2.94813, 0.58026], [-1.23763, -0.09716, -1.78248], [-1.58241, -1.24986, -1.26125], [-1.09456, -1.71756, -0.11076], [-0.66928, -3.58456, 0.61985], [-2.35937, -3.44224, 0.00916], [-1.85597, -2.69318, 1.59806], [-0.74036, 0.62353, -1.26019], [-1.39927, -0.01035, -2.78250], [-2.15801, -1.97214, -1.85664], [-0.52255, -1.09683, 0.39213], [3.12476, 1.42820, 1.41635], [1.77185, 1.55608, 1.20922], [1.24712, 2.03413, -0.05428], [-0.08065, 2.26603, -0.23861], [3.81901, 1.71137, 0.63568], [3.48406, 0.88592, 2.31454], [1.08515, 1.33204, 2.03447], [2.00692, 2.30291, -0.82496], [-0.52707, 2.48167, -1.22254], [-0.76947, 2.19014, 0.58448]],
  "forces_ev_per_a": [[-0.09, 0.25, -0.49], [-0.66, -0.73, -0.61], [1.23, -1.47, 0.89], [-2.15, 0.05, -1.58], [-0.02, -0.41, 0.14], [0.61, 0.45, 0.47], [-0.10, -0.12, -0.33], [0.24, -0.06, -0.09], [-0.04, 0.47, 0.43], [0.03, 0.55, 0.23], [0.96, 0.78, 0.86], [-2.23, -0.84, 0.21], [2.41, 0.04, 0.81], [-0.89, 0.98, -0.43], [1.04, -0.45, -0.77], [0.12, -0.08, 0.09], [-0.07, 0.86, -0.61], [0.13, -0.07, -0.43], [-0.81, -0.56, 0.40], [0.48, 0.55, 0.56], [-0.20, -0.19, 0.25]],
  "mulliken_charge": [-0.7720, -0.2000, 0.2301, -0.1301, 0.3201, 0.3306, 0.2870, 0.1814, 0.2315, 0.3249, 0.1605, -0.7807, 0.0628, 0.2537, -1.4208, 0.2539, 0.2603, 0.2876, 0.2545, 0.4953, 0.3693]
}

---

# 4
{
  "formula": "CH8N3P2",
  "method": "ωB97M-V/def2-TZVPD",
  "de_lowest_ev": 3.093,
  "e_homo_ev": -12.98,
  "multiplicity": 1,
  "total_charge": 1,
  "symbols": ["C", "N", "N", "N", "P", "P", "H", "H", "H", "H", "H", "H", "H", "H"],
  "xyz": [[1.75347, 1.55434, 0.19537], [2.16713, 0.37223, 0.10492], [-0.86466, 0.28629, -0.03651], [1.33422, 2.61424, 0.34722], [1.60203, -1.25998, -0.51773], [-1.92391, -0.79278, -0.08256], [3.18665, 0.37146, 0.04326], [-0.71685, 1.06349, 0.60538], [1.16473, 3.58688, -0.02177], [-1.92229, -1.34920, -1.33416], [3.04853, -1.55658, -0.66651], [1.83237, -1.67939, 0.66232], [-1.60438, -1.92560, 0.52156], [-3.29975, -0.68296, 0.30352]],
  "forces_ev_per_a": [[-0.90, -0.61, -0.73], [1.62, -0.41, -0.51], [2.09, 2.69, 0.47], [-0.54, 3.24, -0.13], [0.74, 1.33, -3.33], [-1.73, -0.39, -0.52], [-0.04, 0.01, 0.40], [-0.74, -0.72, -0.20], [0.23, -1.86, 0.61], [-0.48, 0.02, -0.87], [-1.09, 0.11, -0.49], [-0.05, -1.81, 4.02], [0.32, -1.91, 1.53], [0.54, 0.32, -0.24]],
  "mulliken_charge": [0.4896, -0.3917, -0.5629, -0.1483, 0.1146, 0.0814, 0.3605, 0.2184, 0.3672, 0.1098, 0.0718, 0.1115, 0.0638, 0.1144]
}

---

no.,M (g mol⁻¹)
1,827.115
2,116.210
3,113.184
4,124.044